[1]
{"formula": "C4H9F", "method": "ωB97M-V/def2-TZVPD", "species": ["C", "C", "C", "C", "H", "H", "H", "H", "H", "H", "H", "H", "H", "F"], "positions_angstrom": [[-0.20586, 1.49422, 0.07717], [0.03267, 0.04790, -0.34160], [-1.14242, -0.91539, -0.07755], [1.30307, -0.64311, 0.24179], [-0.27719, 1.67296, 1.21511], [-1.12862, 1.76317, -0.37207], [0.54561, 2.24663, -0.41610], [0.22549, 0.04816, -1.43261], [-1.37549, -0.81422, 1.01506], [-0.86859, -2.02505, -0.25360], [-2.12558, -0.63035, -0.59013], [1.30572, -1.68084, -0.18321], [1.31158, -0.59327, 1.31763], [2.39961, 0.02917, -0.19989]], "homo_energy_ev": -11.059, "orbital_gap_ev": 12.18, "multiplicity": 1, "lumo_energy_ev": 1.12}

[2]
{"formula": "C4H6O2S", "method": "ωB97M-V/def2-TZVPD", "species": ["C", "C", "C", "C", "O", "O", "S", "H", "H", "H", "H", "H", "H"], "positions_angstrom": [[-0.96906, -0.46603, -1.88612], [-0.15251, -0.35366, -0.75692], [-0.51178, -0.91391, 0.46953], [1.25715, 0.25810, -0.80869], [-0.76008, -1.22820, 1.56560], [-0.12107, 1.40405, 1.75144], [-0.94903, 0.69828, 2.74934], [-0.65237, 0.11991, -2.71016], [-1.84731, -0.97208, -1.91325], [1.36569, 1.21944, -0.16772], [1.53645, 0.38239, -1.94164], [1.99081, -0.30601, -0.28271], [-0.18689, 0.15770, 3.93129]], "homo_energy_ev": [-7.040, -7.964], "orbital_gap_ev": [6.55, 8.08], "multiplicity": 1, "lumo_energy_ev": [-0.49, 0.11]}

[3]
{"formula": "C4H11N3", "method": "ωB97M-V/def2-TZVPD", "species": ["C", "C", "C", "C", "N", "N", "N", "H", "H", "H", "H", "H", "H", "H", "H", "H", "H", "H"], "positions_angstrom": [[-1.13241, -0.58538, 1.25215], [-0.23122, 0.61086, 1.21362], [0.37178, 0.40373, -0.11615], [1.55514, -0.21009, -0.24721], [2.42433, 0.09492, -1.28429], [-0.40298, 1.04401, -1.11571], [-1.95747, -0.71850, 0.03369], [-0.44469, -1.40330, 1.25131], [-1.88480, -0.84021, 1.98909], [0.55443, 0.71366, 2.04232], [-0.82701, 1.54839, 1.29404], [1.91018, -0.67872, 0.65935], [2.19907, -0.06473, -2.26870], [3.36372, -0.19025, -1.05766], [-1.31612, 1.57610, -1.07947], [0.07853, 1.05910, -2.01990], [-2.83156, -1.16390, 0.23923], [-1.42893, -1.19569, -0.78573]], "homo_energy_ev": -6.689, "orbital_gap_ev": 7.72, "multiplicity": 1, "lumo_energy_ev": 1.03}

[4]
{"formula": "C52H135N7O24", "method": "ωB97M-V/def2-TZVPD", "species": ["C", "O", "C", "C", "N", "C", "C", "O", "C", "H", "H", "H", "H", "H", "H", "H", "H", "H", "H", "H", "H", "H", "H", "H", "C", "O", "C", "C", "N", "C", "C", "O", "C", "H", "H", "H", "H", "H", "H", "H", "H", "H", "H", "H", "H", "H", "H", "H", "C", "O", "C", "C", "N", "C", "C", "O", "C", "H", "H", "H", "H", "H", "H", "H", "H", "H", "H", "H", "H", "H", "H", "H", "C", "O", "C", "C", "N", "C", "C", "O", "C", "H", "H", "H", "H", "H", "H", "H", "H", "H", "H", "H", "H", "H", "H", "H", "C", "O", "C", "C", "N", "C", "C", "O", "C", "H", "H", "H", "H", "H", "H", "H", "H", "H", "H", "H", "H", "H", "H", "H", "C", "O", "C", "C", "N", "C", "C", "O", "C", "H", "H", "H", "H", "H", "H", "H", "H", "H", "H", "H", "H", "H", "H", "H", "C", "O", "C", "C", "N", "C", "C", "O", "C", "H", "H", "H", "H", "H", "H", "H", "H", "H", "H", "H", "H", "H", "H", "H", "C", "C", "O", "O", "H", "H", "H", "H", "H", "H", "C", "C", "O", "O", "H", "H", "H", "H", "H", "H", "C", "C", "O", "O", "H", "H", "H", "H", "H", "H", "C", "C", "O", "O", "H", "H", "H", "H", "H", "H", "C", "C", "O", "O", "H", "H", "H", "H", "H", "H"], "positions_angstrom": [[0.58164, 2.89444, -3.63781], [0.04939, 4.12888, -4.16357], [0.31809, 4.24650, -5.54535], [-0.53570, 5.34608, -6.27975], [-0.06785, 5.50466, -7.66847], [-0.84660, 6.55432, -8.31194], [-0.64089, 6.61509, -9.83563], [-1.36703, 5.62934, -10.48523], [-1.21768, 5.55511, -11.83546], [0.64954, 2.88973, -2.54994], [1.40905, 2.43932, -4.18221], [-0.25161, 2.20807, -3.78848], [0.14081, 3.28511, -6.02742], [1.38482, 4.32414, -5.75549], [-0.54701, 6.31323, -5.77717], [-1.55715, 4.96569, -6.28560], [-0.28962, 4.64296, -8.14638], [-0.51591, 7.43836, -7.76677], [-1.90214, 6.40483, -8.08479], [0.42707, 6.58201, -10.05120], [-0.93605, 7.63319, -10.08950], [-0.41125, 4.84909, -12.03373], [-0.94805, 6.51242, -12.28152], [-2.09400, 5.18083, -12.36468], [-3.67575, 2.47965, 0.91116], [-2.58808, 3.41861, 0.71332], [-1.67539, 2.99727, -0.30607], [-0.56167, 4.07999, -0.36894], [0.63356, 3.59942, 0.42351], [1.78179, 4.50189, 0.31631], [3.03967, 4.15846, 1.02300], [2.87530, 4.74471, 2.27481], [3.96330, 4.49437, 3.20225], [-3.31530, 1.50200, 1.23110], [-4.16713, 2.19024, -0.01776], [-4.47526, 2.89603, 1.52396], [-2.26865, 2.92026, -1.21722], [-1.29259, 2.00119, -0.08382], [-0.99750, 5.02148, -0.03464], [-0.21156, 4.13351, -1.39979], [0.92606, 2.65401, 0.22166], [1.53477, 5.54345, 0.52182], [1.99489, 4.58509, -0.74941], [3.96867, 4.44155, 0.52811], [3.07851, 3.07377, 1.12324], [3.70880, 4.85081, 4.20039], [4.84964, 5.03654, 2.87276], [4.28470, 3.45999, 3.32417], [-3.24211, 0.64905, 9.14442], [-3.18125, 0.97338, 7.77927], [-2.51497, 0.06179, 6.96204], [-2.71687, 0.42453, 5.41089], [-4.02487, -0.14865, 4.95874], [-4.25529, 0.24964, 3.51399], [-5.57308, -0.49212, 3.13284], [-5.68040, -0.10354, 1.75497], [-6.70255, -0.74976, 1.11453], [-3.73253, -0.31712, 9.26314], [-3.84441, 1.42681, 9.61393], [-2.29690, 0.58510, 9.68347], [-2.83518, -0.96578, 7.13429], [-1.44079, 0.05411, 7.14689], [-1.82956, 0.03894, 4.90880], [-2.68034, 1.50644, 5.28349], [-4.81294, 0.00269, 5.57203], [-3.40020, 0.08174, 2.85922], [-4.46672, 1.31448, 3.61162], [-6.46113, -0.21115, 3.69898], [-5.34814, -1.55729, 3.18693], [-7.50225, -1.01016, 1.80791], [-6.43637, -1.70696, 0.66618], [-7.09913, -0.16308, 0.28590], [3.98061, 1.54245, 11.26942], [4.09927, 1.05776, 9.96439], [3.69758, -0.26459, 9.71316], [4.38498, -0.78009, 8.46216], [4.10817, 0.00525, 7.31648], [4.77939, -0.36232, 6.05365], [4.43333, 0.74051, 5.05507], [3.14168, 0.53762, 4.45186], [1.91474, 0.79295, 5.11674], [4.64297, 1.05055, 11.98175], [2.98668, 1.34503, 11.67096], [4.22888, 2.60367, 11.25316], [2.61509, -0.38281, 9.66485], [3.99569, -0.97321, 10.48588], [4.08151, -1.82481, 8.39460], [5.45197, -0.73215, 8.67972], [4.51427, 0.89224, 7.57807], [4.43874, -1.32264, 5.66655], [5.85910, -0.50368, 6.10215], [5.21843, 0.80224, 4.30148], [4.38533, 1.65207, 5.65077], [1.74479, -0.01254, 5.83117], [1.14371, 0.65967, 4.35789], [1.96958, 1.75442, 5.62729], [-6.27583, -1.63738, -6.96941], [-6.42176, -1.01092, -5.70133], [-5.44313, 0.04082, -5.55918], [-5.21959, 0.36252, -4.03206], [-4.51080, -0.72259, -3.30273], [-4.47201, -0.50341, -1.88301], [-4.09799, -1.81747, -1.18254], [-5.05012, -2.85039, -1.27443], [-4.67773, -3.99991, -0.55553], [-5.30712, -2.13589, -7.00403], [-6.49574, -1.01627, -7.83772], [-6.77952, -2.60402, -6.96973], [-5.82563, 0.91961, -6.07832], [-4.48782, -0.16993, -6.03987], [-6.16591, 0.62106, -3.55694], [-4.58700, 1.24999, -4.01398], [-5.09159, -1.54639, -3.36692], [-5.47318, -0.21930, -1.55891], [-3.75771, 0.29746, -1.69196], [-3.97790, -1.70162, -0.10539], [-3.09497, -2.01900, -1.55861], [-4.56986, -3.73421, 0.49607], [-3.74190, -4.37458, -0.97019], [-5.47685, -4.73761, -0.62842], [5.33935, 1.47727, 1.22646], [4.92789, 1.12650, -0.14122], [5.44111, -0.03194, -0.65035], [4.89145, -0.14343, -2.06217], [3.45435, -0.47802, -2.11979], [2.83198, -0.43354, -3.46292], [1.34097, -0.85410, -3.39158], [0.59655, 0.04518, -2.51614], [-0.81483, -0.11699, -2.66332], [4.74244, 1.01590, 2.01319], [5.31809, 2.55935, 1.35588], [6.34370, 1.19836, 1.54520], [5.09810, -0.88742, -0.06846], [6.52216, 0.07480, -0.56065], [5.52374, -0.79406, -2.66631], [4.96262, 0.80735, -2.59043], [2.90309, 0.13828, -1.53981], [3.35657, -1.01334, -4.22236], [2.85207, 0.59421, -3.82546], [1.23621, -1.90424, -3.11896], [0.94959, -0.85768, -4.40888], [-1.14836, -1.10983, -2.36146], [-1.26734, 0.23616, -3.58993], [-1.36314, 0.59522, -2.04669], [-3.45271, -5.24286, -7.55877], [-2.46237, -5.98363, -6.98586], [-1.15673, -5.65191, -7.41003], [-0.10781, -6.03856, -6.36498], [-0.05285, -5.11780, -5.25718], [-1.20242, -5.27763, -4.39828], [-1.06158, -4.43382, -3.15871], [0.07762, -4.88433, -2.39488], [0.52497, -4.16267, -1.27097], [-3.68622, -5.67989, -8.52964], [-3.23416, -4.17786, -7.63690], [-4.36764, -5.31355, -6.97055], [-1.20372, -4.58946, -7.64898], [-0.87221, -6.09750, -8.36324], [0.89976, -6.08440, -6.77826], [-0.23544, -7.01944, -5.90707], [0.80537, -5.13731, -4.72503], [-1.39187, -6.31555, -4.12457], [-2.14718, -5.04067, -4.88753], [-1.90615, -4.45443, -2.46996], [-0.89692, -3.40333, -3.47345], [1.19120, -3.38001, -1.63383], [0.96292, -4.93006, -0.63269], [-0.39479, -3.84369, -0.78067], [-0.32159, 3.47192, 3.66285], [-0.38183, 3.88895, 5.09914], [-1.24572, 5.03564, 5.24921], [-0.02602, 4.57191, 2.83027], [-1.24338, 2.97521, 3.36007], [0.50317, 2.76289, 3.59113], [0.54577, 4.22891, 5.55967], [-0.77619, 3.08421, 5.71960], [-1.76098, 4.75967, 6.01075], [0.16760, 4.16712, 1.98159], [6.03105, -2.36113, 2.79605], [4.59320, -2.74912, 2.95093], [3.72270, -2.07544, 2.04136], [6.54552, -2.95837, 1.65445], [6.49713, -2.73832, 3.70632], [6.04315, -1.27272, 2.73837], [4.30793, -2.50307, 3.97376], [4.34555, -3.80390, 2.83172], [4.04998, -2.32004, 1.17265], [7.50508, -2.98585, 1.66338], [-2.39520, -4.50113, 3.83931], [-2.49207, -3.14748, 3.10370], [-1.28111, -2.81565, 2.47757], [-1.60211, -4.42601, 4.99386], [-1.96543, -5.23089, 3.15313], [-3.35011, -4.92838, 4.14544], [-2.48754, -2.37668, 3.87438], [-3.35000, -3.00091, 2.44752], [-0.68524, -2.66618, 3.21526], [-1.76544, -5.19064, 5.55087], [4.21555, -3.97333, -1.51752], [5.72032, -4.08039, -1.60052], [6.28833, -4.63653, -0.42279], [3.79349, -2.94053, -0.61000], [3.84986, -4.94748, -1.19284], [3.76506, -3.93073, -2.50915], [6.24899, -3.13933, -1.75220], [5.90949, -4.80207, -2.39518], [6.07381, -4.10677, 0.34853], [3.58076, -2.10267, -1.02755], [1.16469, -0.02210, 0.90691], [-0.23002, 0.05142, 1.52888], [-1.14758, -0.61369, 0.66122], [1.31963, 0.93555, -0.12062], [1.30083, -1.03072, 0.51671], [1.89342, 0.12024, 1.70490], [-0.63842, 1.00928, 1.85108], [-0.20323, -0.47903, 2.48072], [-1.23665, -1.55790, 0.81000], [0.95701, 0.52991, -0.91155]], "homo_energy_ev": -7.997, "orbital_gap_ev": 8.40, "multiplicity": 1, "lumo_energy_ev": 0.40}